No. 1
{
  "formula": "C5H11N2S",
  "method": "ωB97M-V/def2-TZVPD",
  "symbols": ["C", "C", "C", "C", "C", "N", "N", "S", "H", "H", "H", "H", "H", "H", "H", "H", "H", "H", "H"],
  "coordinates": [[-1.331175, 0.252173, 0.506483], [-0.076695, 1.965101, 1.122616], [0.801655, 0.972349, 0.147016], [-0.563786, -0.079453, -1.717388], [0.622549, -1.659993, -0.071209], [-1.310392, 1.251881, 1.204352], [-0.226747, -0.059742, -0.288051], [1.186272, -2.107728, 1.497776], [-2.247705, -0.325404, 0.417155], [0.348664, 1.767077, 2.153892], [0.036870, 2.944989, 0.685312], [1.159217, 1.459059, -0.799043], [1.722854, 0.569730, 0.610042], [-0.168003, -1.100508, -2.113847], [-1.709230, -0.057726, -1.902758], [-0.018819, 0.777004, -2.308139], [-0.124644, -2.271848, -0.608103], [1.669359, -1.351731, -0.568219], [0.229755, -2.945231, 2.032113]],
  "atomic_forces_ev_per_a": [[-2.555, -1.760, 0.077], [3.278, -3.504, 0.334], [0.077, 1.678, -0.863], [0.043, -0.589, -2.806], [1.001, 1.406, -0.691], [-1.032, 2.803, 0.908], [3.539, -1.133, -0.083], [-0.420, -0.439, 0.797], [0.280, -0.416, -0.037], [-0.127, 1.340, -1.110], [-0.929, 0.470, 0.608], [-0.403, -0.169, 1.004], [-0.917, -0.224, 0.040], [-0.806, 2.037, 0.145], [2.039, 0.128, 0.442], [-1.289, -1.668, 1.253], [0.924, 0.068, 0.324], [-2.891, -0.748, 0.319], [0.190, 0.721, -0.660]],
  "lowdin_charge": [-0.212, -0.096, -0.081, -0.027, -0.453, 0.112, -0.261, 0.836, 0.156, 0.144, 0.120, 0.124, 0.104, 0.109, 0.138, 0.141, 0.087, 0.130, -0.071],
  "smiles": "C[N@+]1(CS)C=NCC1",
  "total_charge": 1,
  "energy_ha": -704.45177,
  "homo_lumo_gap_ev": 10.67,
  "homo_energy_ev": -14.32
}

No. 2
{
  "formula": "C3H7NO3S2",
  "method": "ωB97M-V/def2-TZVPD",
  "symbols": ["C", "C", "C", "N", "O", "O", "O", "S", "S", "H", "H", "H", "H", "H", "H", "H"],
  "coordinates": [[-0.581650, 2.061324, 0.296492], [-1.402728, 1.048107, 0.258528], [-1.040282, -0.383957, -0.467208], [-1.200934, -1.427749, 0.508808], [1.187970, -0.272478, 1.305810], [2.113921, -1.750129, -0.224589], [0.304315, -0.112412, -0.954810], [2.867424, 0.907880, -0.746174], [1.574921, -0.235670, -0.047949], [-1.031266, 2.926775, 0.697674], [0.401089, 2.214416, -0.174483], [-2.436366, 1.231748, 0.521613], [-1.623408, -0.511449, -1.334038], [2.837707, -1.925330, -0.792804], [-0.368594, -1.488489, 1.073998], [-1.602119, -2.282590, 0.079131]],
  "atomic_forces_ev_per_a": [[0.618, 0.872, -0.692], [-0.081, -2.584, -2.258], [-0.321, 3.002, 4.114], [-0.822, -0.293, -2.004], [-0.442, 0.489, 1.497], [-2.094, 0.039, 0.979], [0.901, -1.096, -0.763], [0.514, 0.660, -0.249], [1.035, -1.309, -1.063], [-0.063, 1.168, 0.578], [-0.476, -0.567, 0.519], [-0.030, -0.563, 0.415], [-0.650, -0.299, -0.968], [1.129, 0.410, -1.226], [-0.298, -0.585, 0.350], [1.079, 0.657, 0.771]],
  "lowdin_charge": [-0.007, -0.081, -0.330, 0.071, -0.301, -0.200, -0.306, 0.419, 0.209, 0.048, 0.043, 0.094, 0.130, 0.056, 0.051, 0.104],
  "smiles": "C=C[C@H](N)O[S@@](=O)(O)=S",
  "total_charge": 0,
  "energy_ha": -1195.27194,
  "homo_lumo_gap_ev": 10.26,
  "homo_energy_ev": -9.76
}

No. 3
{
  "formula": "C4H4N2O2",
  "method": "ωB97M-V/def2-TZVPD",
  "symbols": ["C", "C", "C", "C", "N", "N", "O", "O", "H", "H", "H", "H"],
  "coordinates": [[-0.596050, -1.209938, -0.990672], [-0.598443, -0.131155, -1.780742], [0.233664, -0.248155, 0.897219], [0.193140, 1.464791, -0.246808], [-0.186489, -1.299389, 0.321941], [0.693842, -0.038280, 2.110936], [0.530336, 2.508750, 0.221384], [-0.224863, 1.168011, -1.449540], [-0.938407, -2.149881, -1.399459], [-0.913884, -0.162444, -2.811352], [0.985378, 0.892895, 2.359691], [0.821777, -0.795204, 2.767402]],
  "atomic_forces_ev_per_a": [[0.084, 0.534, -0.319], [-0.253, -0.688, -0.137], [-0.710, 2.894, -3.651], [0.615, -2.834, 3.498], [0.394, -0.012, 1.198], [0.281, 0.154, 0.646], [-0.365, -0.637, -0.809], [0.080, 0.490, -0.095], [-0.037, 0.107, -0.258], [-0.013, -0.004, 0.059], [-0.018, -0.069, -0.013], [-0.057, 0.064, -0.119]],
  "lowdin_charge": [-0.155, -0.096, -0.238, -0.312, 0.050, 0.143, 0.110, 0.063, 0.104, 0.113, 0.103, 0.117],
  "total_charge": 0,
  "energy_ha": -414.74964,
  "homo_lumo_gap_ev": 9.51,
  "homo_energy_ev": -8.60
}